[1]
Density functional theory data (ωB97M-V/def2-TZVPD) for a structure of composition C5H10O.

The geometry in XYZ format:
```
16
Properties=species:S:1:pos:R:3:forces:R:3:lowdin_charge:R:1
C -2.1095 0.4499 -0.2080 -0.355 0.334 -0.012 -0.020
C -0.7575 -1.0229 -0.0173 0.256 -0.330 0.013 0.048
O -0.5054 0.4378 -0.8529 -0.113 0.136 -0.025 -0.132
C 0.4437 -0.1812 0.0301 0.123 -0.056 0.029 -0.641
C 1.6512 -0.5845 -0.7927 0.016 -0.033 -0.016 -0.026
C 0.7750 0.6044 1.2801 -0.042 0.014 0.017 -0.019
H -2.8552 -0.3218 -0.3972 0.203 0.076 0.027 0.062
H -2.3189 1.3104 -0.8563 0.045 -0.122 0.089 0.079
H -2.1154 0.7441 0.8368 0.046 -0.084 -0.168 0.065
H -0.6790 -1.7560 -0.8355 0.014 0.123 0.100 0.073
H 1.3338 -1.0257 -1.7417 0.021 0.049 0.144 0.086
H 2.2895 0.2807 -1.0063 -0.095 -0.101 0.054 0.085
H 2.2498 -1.3208 -0.2450 -0.092 0.099 -0.061 0.089
H 1.3931 -0.0084 1.9454 -0.081 0.067 -0.105 0.090
H -0.1298 0.8804 1.8272 0.124 -0.045 -0.096 0.074
H 1.3347 1.5137 1.0333 -0.070 -0.127 0.010 0.088
```
Positions in Å, forces in eV/Å.

Output
ΔE to the lowest compared entry with this formula, charge and spin (kJ/mol): 563.7
Frontier orbital gap (eV): 8.87
HOMO energy (eV): -7.845
Lowest unoccupied orbital energy (Eh): 0.03772

***

[2]
Density functional theory data (ωB97M-V/def2-TZVPD) for the molecule C5H10O.

The geometry in XYZ format:
```
16
Properties=species:S:1:pos:R:3:forces:R:3:lowdin_charge:R:1
C 0.9589 -0.4540 1.4405 0.004 0.023 0.040 -0.073
C 0.3691 -1.0337 0.1736 0.104 -0.078 0.021 -0.295
C -1.1114 -0.9670 -0.0765 -0.188 -0.046 0.067 -0.097
C -0.1670 -0.2367 -0.9924 0.038 0.049 -0.106 -0.234
C -0.1770 1.2813 -1.1470 -0.071 -0.128 -0.313 -0.229
O 0.3574 2.0383 -0.0779 -0.171 0.035 0.234 -0.069
H 2.0030 -0.1564 1.3045 -0.140 -0.030 0.006 0.080
H 0.4134 0.4265 1.7854 0.068 -0.158 -0.016 0.061
H 0.9137 -1.2026 2.2401 0.035 0.077 -0.122 0.077
H 0.8439 -1.9687 -0.1221 -0.089 0.150 0.032 0.129
H -1.6404 -1.8409 -0.4479 0.097 0.151 0.054 0.097
H -1.6929 -0.3608 0.6184 0.120 -0.078 -0.083 0.108
H -0.0165 -0.7253 -1.9548 -0.033 0.078 0.154 0.131
H 0.4351 1.5470 -2.0140 -0.043 -0.067 0.106 0.116
H -1.2049 1.6076 -1.3710 0.162 -0.033 0.013 0.120
H -0.2845 2.0455 0.6410 0.107 0.054 -0.086 0.078
```
Positions in Å, forces in eV/Å.

Output
ΔE to the lowest compared entry with this formula, charge and spin (kJ/mol): 130.1
Frontier orbital gap (eV): 10.97
HOMO energy (eV): -9.978
Structure (SMILES): C[C@H]1C[C@H]1CO
Lowest unoccupied orbital energy (Eh): 0.03658

***

[3]
Density functional theory data (ωB97M-V/def2-TZVPD) for a cluster of 3 separate species, C5H10O in total.

The geometry in XYZ format:
```
16
Properties=species:S:1:pos:R:3:forces:R:3:lowdin_charge:R:1
C 0.3147 -0.5211 -1.3189 -0.325 0.029 -0.188 0.001
C -0.7109 0.0203 -0.6921 -0.119 -0.115 -0.335 -0.366
C -1.9660 -0.1952 0.0301 -0.124 -0.225 0.062 -0.111
C -1.6342 1.1548 -0.6174 0.026 0.229 -0.083 -0.114
H 0.5022 -1.5900 -1.2552 0.046 0.157 0.026 0.067
H 0.9428 0.0772 -1.9727 -0.048 -0.087 0.072 0.073
H -2.7012 -0.8482 -0.4346 0.035 0.167 0.059 0.102
H -1.9670 -0.2268 1.1194 0.094 0.022 -0.245 0.094
H -2.1269 1.4373 -1.5468 0.000 -0.073 0.225 0.104
H -1.4361 1.9875 0.0551 0.027 -0.191 -0.114 0.090
H 0.7087 0.8162 1.5918 -0.175 0.115 0.122 0.076
H 0.0079 0.9726 1.4022 0.060 0.100 0.230 0.061
C 2.4857 -0.7868 0.3507 0.272 0.173 0.306 -0.194
O 2.6274 0.0815 1.1740 0.147 -0.428 -0.325 -0.052
H 1.9389 -1.7253 0.5645 0.094 0.143 0.076 0.085
H 2.9205 -0.7025 -0.6632 -0.010 -0.017 0.112 0.082
```
Positions in Å, forces in eV/Å.

Output
ΔE to the lowest compared entry with this formula, charge and spin (kJ/mol): 401.6
Frontier orbital gap (eV): 10.58
HOMO energy (eV): -9.829
Structure (SMILES): C=C1CC1.[H][H].C=O
Lowest unoccupied orbital energy (Eh): 0.02742